Computed, not measured: a molecular structure, C52H32Cl4F3N6O3W in a non-equilibrium geometry, with ωB97M-V/def2-TZVPD.

```
101
Properties=species:S:1:pos:R:3:lowdin_charge:R:1
W -0.211 0.228 -0.619 2.02
C 2.015 -7.423 1.784 -0.08
C 1.794 -7.177 0.431 -0.06
C 1.465 -5.855 -0.004 -0.03
C 1.079 -4.883 0.923 -0.22
C 1.259 -5.219 2.317 -0.04
C 1.731 -6.427 2.726 -0.09
C 0.486 -3.571 0.527 -0.08
C 1.279 -2.365 0.835 -0.23
C 2.598 -2.587 1.182 -0.06
C 3.224 -1.378 1.425 0.01
C 2.246 -0.439 1.204 -0.22
C 2.562 0.965 1.421 -0.04
C 3.963 1.293 1.812 -0.17
C 4.747 2.113 0.978 -0.02
C 6.046 2.445 1.312 -0.05
C 6.614 2.005 2.503 -0.07
C 5.859 1.211 3.334 -0.08
C 4.550 0.838 3.034 -0.03
C 1.600 1.867 1.434 -0.28
N 0.344 1.694 0.923 0.04
C -0.312 2.808 1.287 -0.18
C -1.662 3.179 0.973 -0.06
C -2.263 4.451 1.354 -0.25
C -2.341 5.374 0.344 -0.01
C -2.913 6.671 0.624 -0.03
C -3.356 6.937 1.910 -0.09
C -3.365 5.952 2.847 -0.09
C -2.865 4.706 2.566 -0.03
C -2.484 2.276 0.343 -0.13
C -3.965 2.332 0.238 0.07
C -4.387 1.152 -0.149 0.04
C -3.231 0.309 -0.315 -0.21
N -2.037 1.021 -0.099 -0.06
C -3.163 -1.012 -0.578 -0.16
C -1.871 -1.535 -0.467 -0.05
C -2.568 -4.045 -0.579 0.07
C -1.547 -4.879 -0.247 0.10
C -0.687 -3.671 -0.052 -0.18
N -1.696 -2.819 -0.529 0.05
C -4.374 -1.769 -0.974 -0.21
C -5.413 -2.016 -0.058 -0.05
C -6.542 -2.696 -0.441 -0.07
C -6.669 -3.126 -1.771 -0.06
C -5.669 -2.834 -2.708 -0.04
C -4.524 -2.106 -2.326 -0.01
C 0.478 3.673 2.084 0.05
C 1.692 3.049 2.180 0.06
N 1.005 -0.970 0.779 0.01
H 2.320 -8.430 2.119 0.12
H 1.978 -7.925 -0.339 0.11
H 1.366 -5.677 -1.069 0.12
H 1.016 -4.500 3.142 0.14
H 1.805 -6.691 3.784 0.11
H 2.983 -3.623 1.136 0.13
H 4.245 -1.192 1.726 0.12
H 4.335 2.484 0.086 0.08
H 6.551 3.078 0.604 0.11
H 7.628 2.189 2.756 0.10
H 6.272 0.805 4.272 0.12
H 4.011 0.155 3.660 0.11
H -1.959 5.182 -0.652 0.05
H -2.960 7.364 -0.187 0.10
H -3.917 7.871 2.046 0.12
H -3.874 6.052 3.831 0.13
H -2.891 4.012 3.347 0.11
H -4.525 3.168 0.539 0.12
H -5.394 0.806 -0.254 0.13
H -3.668 -4.182 -0.748 0.14
H -1.367 -5.896 0.021 0.12
H -5.280 -1.668 0.989 0.14
H -7.245 -2.977 0.294 0.10
H -7.504 -3.692 -2.043 0.09
H -5.782 -3.193 -3.726 0.11
H -3.763 -1.922 -3.007 0.08
H 0.231 4.619 2.510 0.12
H 2.550 3.365 2.788 0.15
Cl 2.632 5.669 -3.659 0.73
C 2.415 4.162 -2.924 -0.73
C 3.447 3.232 -2.897 -0.66
Cl 4.988 3.675 -3.616 0.67
C 3.178 1.978 -2.310 -0.55
Cl 4.419 0.730 -2.358 0.71
C 1.938 1.671 -1.779 -0.35
O 1.651 0.512 -1.220 -0.22
C 0.878 2.567 -1.897 -0.33
O -0.264 2.073 -1.486 -0.20
C 1.136 3.831 -2.462 -0.57
Cl -0.159 4.968 -2.472 0.76
N 1.513 -1.227 -3.823 0.23
C 1.413 -1.574 -2.542 -0.55
N 2.448 -2.152 -1.917 0.25
O 0.318 -1.316 -1.932 -0.19
H 2.097 -1.762 -4.476 0.14
H 0.731 -0.811 -4.315 0.12
H 3.290 -2.212 -2.431 0.10
H 2.333 -2.498 -0.942 0.10
F -2.346 1.142 -2.716 0.16
C -1.417 0.259 -2.552 -0.52
F -0.444 0.690 -3.514 0.00
F -1.879 -0.937 -3.106 0.04
```

Computed properties:
Kohn-Sham gap (alpha / beta) in Ha: 0.1888 / 0.1888
Highest occupied orbital energy (alpha / beta) in eV: -9.8 / -9.8
Energy in Ha: -4762.24186
Spin multiplicity: 1
LUMO (alpha / beta) in eV: -4.628 / -4.626
ΔE to the lowest compared entry with this formula, charge and spin in kJ/mol: 0.0
Charge: +1

Computed, not measured: 7 unconnected molecules or ions with the total composition C52H35NO15S, with ωB97M-V/def2-TZVPD.

```
104
Properties=species:S:1:pos:R:3:lowdin_charge:R:1
N 4.111 -0.663 -1.221 0.12
C 3.020 -0.059 -1.429 -0.27
C 2.497 1.035 -0.522 -0.15
C 1.068 1.354 -0.898 -0.23
C 0.053 1.067 0.014 0.06
C -1.270 1.293 -0.345 -0.08
C -1.595 1.813 -1.600 -0.09
C -0.598 2.151 -2.500 -0.01
C 0.728 1.916 -2.136 -0.52
S 2.035 2.373 -3.258 0.82
C -3.045 1.980 -1.902 -0.31
O -3.481 2.905 -2.539 0.13
C -3.904 0.904 -1.344 -0.09
C -4.988 0.375 -2.029 0.02
C -5.720 -0.654 -1.446 0.01
C -5.407 -1.139 -0.182 -0.30
O -6.173 -2.125 0.395 0.04
C -4.326 -0.612 0.520 0.08
C -3.587 0.397 -0.078 -0.08
C -2.386 0.979 0.594 -0.30
O -2.332 1.211 1.769 0.15
H 4.213 -1.352 -1.966 0.03
H 2.391 -0.341 -2.274 0.10
H 3.132 1.914 -0.576 0.11
H 2.519 0.631 0.485 0.12
H 0.245 0.658 0.995 0.13
H -0.851 2.591 -3.451 0.12
H 1.776 1.656 -4.363 -0.11
H -5.254 0.731 -3.012 0.13
H -6.557 -1.099 -1.964 0.12
H -5.715 -2.969 0.338 0.11
H -4.067 -0.973 1.503 0.14
C -2.829 7.683 0.825 0.02
C -4.153 7.755 0.923 0.03
C -5.010 6.582 0.624 -0.36
O -6.219 6.650 0.714 0.09
C -4.339 5.327 0.211 0.03
C -3.015 5.255 0.110 0.03
C -2.154 6.426 0.411 -0.38
O -0.948 6.360 0.323 0.11
H -2.183 8.525 1.038 0.12
H -4.666 8.660 1.223 0.12
H -4.984 4.484 -0.001 0.12
H -2.506 4.349 -0.193 0.11
C 1.028 -5.887 -1.708 0.02
C 1.506 -4.935 -2.504 0.02
C 2.632 -4.067 -2.075 -0.37
O 3.063 -3.200 -2.807 0.09
C 3.208 -4.301 -0.728 0.03
C 2.728 -5.254 0.066 0.03
C 1.603 -6.120 -0.359 -0.37
O 1.166 -6.990 0.365 0.09
H 0.207 -6.531 -1.998 0.12
H 1.104 -4.748 -3.492 0.12
H 4.030 -3.663 -0.434 0.08
H 3.133 -5.444 1.052 0.12
C -11.153 8.891 1.684 0.02
C -11.169 8.711 3.002 0.02
C -10.098 7.943 3.687 -0.39
O -10.117 7.780 4.889 0.10
C -9.012 7.387 2.847 0.02
C -8.991 7.564 1.528 0.02
C -10.062 8.332 0.844 -0.38
O -10.050 8.501 -0.357 0.11
H -11.923 9.447 1.164 0.12
H -11.953 9.110 3.633 0.12
H -8.241 6.831 3.367 0.12
H -8.198 7.160 0.906 0.08
C 8.029 -0.842 1.349 0.03
C 7.348 -1.572 0.470 0.02
C 6.695 -2.838 0.865 -0.37
O 6.080 -3.505 0.056 0.07
C 6.821 -3.268 2.280 0.02
C 7.503 -2.541 3.160 0.02
C 8.162 -1.268 2.763 -0.38
O 8.780 -0.607 3.569 0.11
H 8.511 0.087 1.073 0.11
H 7.238 -1.277 -0.564 0.10
H 6.335 -4.198 2.546 0.12
H 7.611 -2.835 4.197 0.12
C 0.801 -11.081 4.509 0.02
C 0.302 -11.994 3.680 0.02
C 0.105 -11.699 2.237 -0.39
O -0.352 -12.532 1.484 0.10
C 0.488 -10.349 1.757 0.02
C 0.987 -9.435 2.585 0.02
C 1.184 -9.730 4.026 -0.38
O 1.640 -8.900 4.783 0.10
H 0.952 -11.274 5.563 0.12
H 0.017 -12.985 4.010 0.12
H 0.338 -10.153 0.703 0.12
H 1.269 -8.445 2.249 0.10
C 7.520 0.925 -4.753 0.02
C 8.027 0.637 -3.557 0.02
C 7.648 1.420 -2.354 -0.38
O 8.098 1.164 -1.257 0.09
C 6.686 2.530 -2.536 0.02
C 6.177 2.817 -3.730 0.02
C 6.550 2.037 -4.935 -0.38
O 6.080 2.291 -6.023 0.11
H 7.780 0.367 -5.643 0.12
H 8.730 -0.171 -3.402 0.12
H 6.422 3.084 -1.644 0.12
H 5.468 3.623 -3.872 0.12
```

Computed properties:
Kohn-Sham gap in Ha: 0.2816
Highest occupied orbital energy in eV: -9.5
Energy in Ha: -3583.87840
SMILES string: [H]/N=C/Cc1cc2c(cc1S)C(=O)c1ccc(O)cc1C2=O.O=C1C=CC(=O)C=C1.O=C1C=CC(=O)C=C1.O=C1C=CC(=O)C=C1.O=C1C=CC(=O)C=C1.O=C1C=CC(=O)C=C1.O=C1C=CC(=O)C=C1
Spin multiplicity: 1
LUMO in eV: -1.813
Charge: 0